[1]
14
Properties=species:S:1:pos:R:3:lowdin_spin:R:1 method="wB97M-V/def2-TZVPD" charge=-1 energy_ha=-324.14401 e_above_lowest_ev=0.613 multiplicity=3 homo_ev="-1.224 / -2.703"
O -1.253 -0.811 0.403 0.019
O -1.781 0.765 -1.205 0.454
N -0.730 1.125 -0.667 0.723
C 0.659 -0.871 -1.064 0.031
C 0.736 0.245 1.230 0.033
C -0.134 -0.066 0.068 0.050
H 1.633 -0.402 -0.988 0.002
H 1.786 0.716 0.874 -0.001
H 0.796 -1.884 -0.783 0.005
H 0.137 1.015 1.908 0.042
H -1.278 2.218 0.894 0.631
H 0.388 -0.800 -2.101 0.001
H 1.069 -0.765 1.651 0.002
H -2.027 -0.484 -0.220 0.006

=====

[2]
14
Properties=species:S:1:pos:R:3:lowdin_spin:R:1 method="wB97M-V/def2-TZVPD" charge=0 energy_ha=-324.24769 e_above_lowest_ev=0.456 multiplicity=2 homo_ev="-9.766 / -9.840"
O -0.426 0.535 -2.172 0.010
O 0.768 -1.307 1.534 0.756
N -1.394 -0.110 0.315 0.004
C 0.488 0.261 -1.140 0.010
C -0.092 0.559 0.242 0.032
C 0.904 -0.003 1.314 0.110
H 1.437 0.738 -1.344 0.000
H 1.901 0.374 1.058 0.009
H -2.052 0.495 0.792 0.001
H 0.648 0.578 2.219 0.069
H -1.219 -0.900 0.939 -0.002
H -0.175 1.633 0.433 -0.001
H -1.283 0.292 -1.786 0.000
H 0.628 -0.823 -1.086 0.001

=====

[3]
14
Properties=species:S:1:pos:R:3:lowdin_spin:R:1 method="wB97M-V/def2-TZVPD" charge=0 energy_ha=-324.23160 e_above_lowest_ev=0.894 multiplicity=2 homo_ev="-9.598 / -9.592"
O 3.034 0.389 1.132 0.001
O -0.734 0.500 -0.116 0.790
N -2.826 -0.298 0.776 0.006
C -1.535 -0.562 0.101 0.110
C 1.892 0.021 -0.931 0.001
C 2.154 0.693 0.365 0.003
H 1.444 1.513 0.599 0.001
H 0.791 -0.187 -0.948 0.000
H 2.526 -0.857 -1.013 0.000
H -1.044 -1.307 0.746 0.052
H -1.799 -1.107 -0.829 0.034
H 2.065 0.697 -1.774 0.001
H -2.629 0.132 1.675 0.001
H -3.341 0.372 0.216 0.000

=====

[4]
14
Properties=species:S:1:pos:R:3:lowdin_charge:R:1 method="wB97M-V/def2-TZVPD" charge=+1 smiles="C[C@H](O)C(=[NH2+])O" energy_ha=-324.07625 e_above_lowest_ev=1.388 homo_ev=-16.089
O 0.128 0.660 -1.814 -0.010
O 0.494 -1.835 -0.965 0.194
N 0.514 -1.341 1.196 0.256
C 0.461 -0.949 -0.035 -0.311
C 0.301 0.586 -0.402 -0.319
C -0.747 1.203 0.477 -0.016
H 1.318 0.964 -0.147 0.178
H -0.796 1.088 -1.778 0.155
H -0.602 2.285 0.553 0.113
H 0.543 -0.832 2.136 0.207
H 0.772 -2.323 1.149 0.159
H -0.820 0.778 1.422 0.054
H 0.224 -1.369 -1.860 0.213
H -1.790 1.084 0.068 0.128

=====

[5]
14
Properties=species:S:1:pos:R:3:lowdin_charge:R:1 method="wB97M-V/def2-TZVPD" charge=+1 energy_ha=-324.04812 e_above_lowest_ev=2.154 homo_ev=-14.454
O -1.522 0.561 0.336 0.035
O -3.715 0.825 0.155 0.160
N 1.088 0.515 0.402 0.160
C -2.648 0.149 0.511 -0.324
C 2.711 -0.747 -0.934 0.082
C 1.482 -0.625 -0.454 -0.139
H -4.477 0.302 0.462 0.142
H 0.559 -1.064 -0.821 0.124
H -2.796 -0.890 0.840 0.160
H 1.516 0.491 1.325 0.168
H 3.184 -1.672 -1.226 0.083
H 0.035 0.543 0.548 0.083
H 3.260 0.164 -1.181 0.090
H 1.324 1.447 0.039 0.175

=====

[6]
14
Properties=species:S:1:pos:R:3:lowdin_spin:R:1 method="wB97M-V/def2-TZVPD" charge=+2 energy_ha=-323.47276 e_above_lowest_ev=2.809 multiplicity=2 homo_ev="-20.823 / -20.765"
O -3.258 -0.188 -0.997 0.048
O -1.303 -0.765 -0.014 0.788
N 0.905 0.489 0.502 0.015
C -2.202 -0.901 -0.882 0.090
C 1.951 0.866 -0.402 0.004
C 1.011 -0.270 1.546 0.005
H 2.098 1.931 -0.151 0.002
H -0.097 0.302 0.131 -0.002
H -3.761 -0.080 -0.152 0.002
H 2.919 0.340 -0.434 0.001
H 0.179 -0.550 2.192 0.000
H -2.038 -1.556 -1.790 0.048
H 2.011 -0.600 1.894 0.000
H 1.584 0.982 -1.443 0.000